[1]
The following is a quantum chemistry calculation of a structure of composition H10MgO17S3, from the OMol25 dataset.

Charge: -4
Highest occupied orbital energy in Ha: 0.10575
Kohn-Sham gap in eV: 2.95
Energy relative to the best compared isomer or geometry (same formula, charge and spin) in kcal per mole: 207.4
Lowest unoccupied orbital energy in eV: 5.829

Element x y z (Å)
Mg1 8.289 8.336 12.111
S1 8.319 9.160 7.349
O1 9.270 10.186 6.952
O2 8.702 8.504 8.623
O3 6.942 9.701 7.608
O4 8.211 8.126 6.309
S2 3.373 9.325 12.112
O5 2.867 9.332 10.747
O6 3.568 10.675 12.586
O7 2.526 8.741 13.158
O8 4.677 8.635 12.184
S3 10.323 3.989 13.220
O9 9.394 5.067 12.910
O10 10.693 3.247 11.988
O11 11.496 4.563 13.783
O12 9.619 3.159 14.179
O13 8.502 4.351 8.243
H1 7.587 4.316 7.963
H2 8.638 5.260 8.508
O14 8.013 8.894 15.694
H3 8.319 9.550 16.320
H4 7.884 8.103 16.219
O15 11.654 8.700 12.953
H5 11.960 7.990 13.518
H6 12.456 9.095 12.609
O16 8.275 11.832 12.212
H7 7.595 12.364 12.624
H8 9.051 12.392 12.212
O17 4.833 4.257 12.220
H9 5.607 3.849 12.609
H10 5.001 5.197 12.283

Atomic partial charges in e from the natural (NBO) method, atoms 1 to 2: atom 1 (Mg): 1.224, atom 2 (S): 2.562

---

[2]
The following is a quantum chemistry calculation of a structure of composition C12H15F6IrN2O5P, from the OMol25 dataset.

Charge: +1
Highest occupied orbital energy in Ha: -0.48141
Kohn-Sham gap in eV: 8.56
Energy relative to the best compared isomer or geometry (same formula, charge and spin) in kcal per mole: 7.3
Lowest unoccupied orbital energy in eV: -4.544

Element x y z (Å)
Ir1 0.089 0.121 -0.530
O1 -0.804 4.934 2.469
C1 -0.397 3.946 3.251
O2 -0.161 4.076 4.418
C2 -0.231 2.596 2.618
C3 0.172 1.480 3.329
N1 0.212 0.436 2.481
N2 -0.146 0.836 1.256
C4 -0.418 2.132 1.317
C5 -0.850 2.728 0.021
O3 -1.179 3.886 -0.068
O4 -0.859 1.861 -0.969
H1 -0.959 4.652 1.542
H2 0.408 1.390 4.377
H3 0.487 -0.518 2.657
C6 -2.774 -0.948 0.898
P1 -1.949 -0.785 -0.696
C7 -3.043 0.263 -1.679
C8 -2.035 -2.398 -1.486
H4 -3.783 -1.328 0.738
H5 -2.833 0.028 1.380
H6 -2.238 -1.640 1.547
H7 -4.034 -0.189 -1.748
H8 -2.636 0.383 -2.684
H9 -3.119 1.247 -1.223
H10 -3.093 -2.640 -1.585
H11 -1.538 -3.163 -0.893
H12 -1.577 -2.366 -2.475
C9 4.148 -1.104 -0.787
C10 2.655 -1.227 -1.028
O5 1.954 -0.368 -0.166
C11 2.242 -2.701 -0.769
F1 3.034 -3.563 -1.388
F2 2.277 -2.948 0.543
F3 0.976 -2.951 -1.179
C12 2.287 -0.846 -2.488
F4 0.855 -0.637 -2.595
F5 2.530 -1.765 -3.392
F6 2.811 0.294 -2.864
H13 4.345 -1.353 0.253
H14 4.463 -0.078 -0.968
H15 4.711 -1.773 -1.435

Atomic partial charges in e from the natural (NBO) method, atoms 1 to 2: atom 1 (Ir): 1.017, atom 2 (O): -0.646

---

[3]
The following is a quantum chemistry calculation of a cluster of 2 separate species, C5H10O2 in total, from the OMol25 dataset.

Charge: 0
Highest occupied orbital energy (alpha / beta) in Ha: -0.30761 / -0.30761
Kohn-Sham gap (alpha / beta) in eV: 7.66 / 7.66
Energy relative to the best compared isomer or geometry (same formula, charge and spin) in kcal per mole: 118.4
Lowest unoccupied orbital energy (alpha / beta) in eV: -0.712 / -0.712

Element x y z (Å)
C1 0.957 -1.901 0.145
C2 0.570 -0.915 -0.945
O1 -0.800 -0.622 -1.026
C3 0.847 0.504 -0.676
C4 -0.900 1.917 0.140
C5 -1.184 1.131 1.230
O2 -1.587 -0.101 1.190
H1 2.047 -2.013 0.205
H2 0.577 -1.571 1.119
H3 0.516 -2.877 -0.077
H4 0.956 -1.248 -1.919
H5 -1.345 -0.455 0.167
H6 1.326 0.833 0.238
H7 0.886 1.185 -1.516
H8 -1.333 1.695 -0.825
H9 -0.528 2.923 0.312
H10 -1.005 1.516 2.239

Atomic partial charges in e from the natural (NBO) method, atoms 1 to 2: atom 1 (C): -0.639, atom 2 (C): -0.011

---

[4]
The following is a quantum chemistry calculation of the molecule C19H23N3O5S, from the OMol25 dataset.

Charge: 0
Highest occupied orbital energy in Ha: -0.31154
Kohn-Sham gap in eV: 8.13
Energy relative to the best compared isomer or geometry (same formula, charge and spin) in kcal per mole: 18.7
Lowest unoccupied orbital energy in eV: -0.351

Element x y z (Å)
C1 6.782 -0.315 2.435
C2 6.823 -0.778 0.987
O1 5.718 -0.256 0.240
C3 4.563 -0.916 0.318
O2 4.387 -1.911 0.970
C4 3.511 -0.268 -0.562
C5 3.546 -0.940 -1.943
C6 2.421 -0.391 -2.816
C7 1.077 -0.569 -2.112
N1 1.106 0.081 -0.816
C8 0.362 1.193 -0.618
O3 -0.405 1.611 -1.464
C9 0.495 1.879 0.740
C10 -0.442 3.085 0.801
C11 -1.840 2.693 0.501
N2 -2.778 3.450 0.031
N3 -3.885 2.700 -0.065
C12 -3.577 1.509 0.354
C13 -4.431 0.368 0.426
C14 -4.099 -0.902 0.843
C15 -5.181 -1.782 0.782
C16 -6.336 -1.189 0.321
C17 -7.628 -1.859 0.152
C18 -8.744 -0.997 -0.375
O4 -7.766 -3.032 0.425
S1 -6.081 0.488 -0.047
O5 -2.281 1.441 0.750
C19 2.119 -0.452 0.059
H1 5.898 -0.711 2.927
H2 6.760 0.771 2.484
H3 7.665 -0.675 2.956
H4 7.711 -0.401 0.476
H5 6.796 -1.871 0.937
H6 3.745 0.795 -0.671
H7 4.514 -0.763 -2.415
H8 3.421 -2.018 -1.814
H9 2.403 -0.911 -3.774
H10 2.585 0.671 -3.006
H11 0.270 -0.118 -2.691
H12 0.866 -1.634 -1.966
H13 1.523 2.211 0.893
H14 0.231 1.167 1.525
H15 -0.402 3.538 1.796
H16 -0.156 3.840 0.068
H17 -3.110 -1.168 1.172
H18 -5.144 -2.819 1.060
H19 -8.469 -0.591 -1.346
H20 -8.914 -0.162 0.302
H21 -9.652 -1.586 -0.466
H22 2.082 0.020 1.039
H23 1.944 -1.526 0.195

Atomic partial charges in e from the natural (NBO) method, atoms 1 to 2: atom 1 (C): -0.634, atom 2 (C): -0.077

---

[5]
The following is a quantum chemistry calculation of a structure of composition C29H28BMnN12O7S, from the OMol25 dataset.

Charge: 0
Highest occupied orbital energy (alpha / beta) in Ha: -0.29949 / -0.30233
Kohn-Sham gap (alpha / beta) in eV: 6.71 / 7.47
Energy relative to the best compared isomer or geometry (same formula, charge and spin) in kcal per mole: 11.1
<S²>: 6.052
Lowest unoccupied orbital energy (alpha / beta) in eV: -1.437 / -0.755
Spin multiplicity: 5

Element x y z (Å)
Mn1 0.296 -0.936 -0.177
C1 1.100 -0.891 -3.653
C2 -0.259 -0.538 -3.157
C3 -1.317 0.014 -3.866
C4 -2.311 0.250 -2.940
N1 -1.887 -0.150 -1.736
N2 -0.626 -0.676 -1.880
B1 -2.610 -0.308 -0.362
N3 -1.139 0.177 1.971
C5 -1.334 0.435 3.278
C6 -0.338 -0.191 3.985
C7 0.464 -0.828 3.020
C8 1.692 -1.660 3.198
N4 -0.032 -0.592 1.817
N5 -2.476 -1.811 0.027
C9 -3.419 -2.755 0.144
C10 -2.807 -3.925 0.534
C11 -1.444 -3.624 0.629
C12 -0.373 -4.541 1.132
N6 -1.255 -2.344 0.285
N7 -4.101 0.027 -0.407
C13 -4.909 0.011 0.679
C14 -6.153 0.427 0.286
C15 -6.013 0.704 -1.094
C16 -7.044 1.227 -2.047
N8 -4.779 0.463 -1.502
H1 1.323 -0.293 -4.536
H2 1.160 -1.947 -3.915
H3 1.860 -0.700 -2.897
H4 -1.332 0.258 -4.915
H5 -3.300 0.668 -3.038
H6 -2.176 1.025 3.601
H7 -0.205 -0.204 5.054
H8 2.480 -1.081 3.683
H9 2.064 -2.000 2.234
H10 1.478 -2.528 3.822
H11 -4.457 -2.525 -0.037
H12 -3.277 -4.870 0.753
H13 -0.808 -5.213 1.873
H14 0.445 -3.990 1.589
H15 0.055 -5.141 0.331
H16 -4.546 -0.309 1.646
H17 -7.037 0.526 0.897
H18 -8.050 1.012 -1.688
H19 -6.924 0.775 -3.031
H20 -6.958 2.309 -2.166
O1 2.410 -0.707 0.106
N9 3.359 -1.633 0.000
C17 4.595 -1.313 0.454
C18 5.627 -2.201 0.355
C19 5.380 -3.450 -0.225
C20 4.122 -3.752 -0.673
C21 3.061 -2.827 -0.567
S1 1.464 -3.105 -1.075
H21 4.671 -0.326 0.883
H22 6.603 -1.918 0.721
H23 6.178 -4.177 -0.316
H24 3.894 -4.709 -1.121
O2 0.273 2.063 -2.092
C22 0.804 1.915 -1.019
O3 0.660 0.935 -0.163
C23 1.699 2.995 -0.454
C24 2.660 2.663 0.491
C25 3.496 3.659 0.956
C26 3.406 4.970 0.544
C27 2.434 5.255 -0.390
C28 1.586 4.299 -0.911
N10 2.306 6.661 -0.856
O4 3.112 7.466 -0.441
O5 1.410 6.908 -1.633
N11 4.543 3.313 1.952
O6 4.691 2.138 2.232
O7 5.182 4.218 2.435
H25 2.748 1.641 0.834
H26 4.062 5.736 0.928
H27 0.851 4.553 -1.662
N12 -2.256 1.901 0.839
C29 -1.935 0.683 0.834
H28 -1.817 2.411 1.607

Atomic partial charges in e from the Mulliken method, atoms 1 to 2: atom 1 (Mn): 0.038, atom 2 (C): -1.498

---

[6]
The following is a quantum chemistry calculation of a cluster of 2 separate species, C5H14 in total, from the OMol25 dataset.

Charge: 0
Highest occupied orbital energy in Ha: -0.39973
Kohn-Sham gap in eV: 12.01
Energy relative to the best compared isomer or geometry (same formula, charge and spin) in kcal per mole: 21.4
Lowest unoccupied orbital energy in eV: 1.132

Element x y z (Å)
C1 1.046 -0.846 0.827
C2 0.163 -1.514 -0.226
C3 0.438 -2.934 -0.690
H1 0.742 0.155 1.160
H2 1.120 -1.646 1.570
H3 2.104 -0.827 0.584
H4 0.033 -0.821 -1.044
H5 -0.901 -1.603 0.147
H6 -0.470 -3.488 -0.991
H7 0.740 -3.628 0.110
H8 1.097 -2.920 -1.557
C4 -0.356 3.017 0.508
C5 -1.289 2.156 -0.412
H9 -0.094 3.943 0.012
H10 -0.942 3.453 1.352
H11 0.496 2.423 0.814
H12 -1.904 1.475 0.170
H13 -0.648 1.435 -0.940
H14 -1.676 2.747 -1.233

Atomic partial charges in e from the natural (NBO) method, atoms 1 to 2: atom 1 (C): -0.617, atom 2 (C): -0.401

---

[7]
The following is a quantum chemistry calculation of a cluster of 2 separate species, C23H33N4O4P in total, from the OMol25 dataset.

Charge: 0
Highest occupied orbital energy in Ha: -0.28496
Kohn-Sham gap in eV: 5.54
Lowest unoccupied orbital energy in eV: -2.212

Element x y z (Å)
N1 -3.640 -3.700 -5.430
C1 -4.024 -2.258 -5.183
C2 -2.869 -1.157 -5.584
O1 -1.965 -1.579 -6.664
C3 -2.064 -0.582 -4.236
C4 -1.404 -1.769 -3.318
C5 -0.721 -3.122 -4.006
C6 -0.027 -4.349 -3.110
C7 -0.020 -4.292 -1.470
C8 -0.696 -2.941 -0.765
C9 -1.355 -1.688 -1.648
C10 -1.927 -0.421 -0.777
O2 -2.187 0.813 -1.260
C11 -2.183 -0.592 0.867
C12 -3.055 0.526 1.714
C13 -3.315 0.462 3.332
C14 -2.680 -0.785 4.203
C15 -1.820 -1.911 3.373
C16 -1.552 -1.855 1.749
C17 -0.658 -2.946 0.906
O3 0.092 -3.857 1.585
H1 -3.273 -4.124 -4.526
H2 -4.570 -4.202 -5.558
H3 -4.312 -2.137 -4.055
H4 -5.002 -1.998 -5.817
H5 -3.458 -0.206 -6.000
H6 -1.013 -1.320 -6.487
H7 -1.183 0.137 -4.597
H8 -2.851 0.094 -3.679
H9 -0.658 -3.289 -5.187
H10 0.483 -5.301 -3.616
H11 0.473 -5.150 -0.804
H12 -3.497 1.420 1.103
H13 -3.921 1.330 3.840
H14 -2.866 -0.773 5.365
H15 -1.362 -2.797 3.992
C18 4.494 1.393 2.848
N2 3.323 2.021 3.418
C19 3.329 1.957 4.871
P1 2.063 2.825 2.637
O4 2.340 4.174 3.344
N3 2.571 3.436 1.118
C20 3.971 3.677 0.804
C21 1.786 4.594 0.669
N4 1.745 1.273 1.825
C22 1.029 0.340 2.711
C23 1.059 1.273 0.525
H16 4.297 0.945 1.870
H17 4.858 0.569 3.475
H18 5.312 2.113 2.750
H19 3.180 0.925 5.209
H20 2.520 2.550 5.309
H21 4.271 2.331 5.285
H22 4.470 4.266 1.578
H23 4.090 4.204 -0.149
H24 4.503 2.736 0.660
H25 2.112 5.521 1.155
H26 0.724 4.449 0.894
H27 1.862 4.723 -0.416
H28 1.698 -0.048 3.485
H29 0.654 -0.544 2.179
H30 0.182 0.831 3.198
H31 1.694 1.677 -0.267
H32 0.125 1.849 0.567
H33 0.822 0.259 0.194

Atomic partial charges in e from the natural (NBO) method, atoms 1 to 2: atom 1 (N): -0.837, atom 2 (C): -0.254

---

[8]
The following is a quantum chemistry calculation of a cluster of 2 separate species, C2H3N3O4 in total, from the OMol25 dataset.

Charge: 0
Highest occupied orbital energy in Ha: -0.41036
Kohn-Sham gap in eV: 9.86
Energy relative to the best compared isomer or geometry (same formula, charge and spin) in kcal per mole: 86.3
Lowest unoccupied orbital energy in eV: -1.304

Element x y z (Å)
O1 -2.170 -0.367 -0.995
N1 -1.445 -0.382 -0.036
O2 -1.801 -0.242 1.125
C1 -0.084 -0.626 -0.266
N2 0.491 -1.481 0.546
O3 1.747 -1.800 0.448
H1 0.326 -0.317 -1.152
H2 2.145 -1.505 -0.332
N3 -0.299 2.081 0.468
C2 0.655 1.599 -0.054
O4 1.694 1.399 -0.555
H3 -1.259 1.641 0.803

Atomic partial charges in e from the natural (NBO) method, atoms 1 to 2: atom 1 (O): -0.331, atom 2 (N): 0.490

---

> The lowest charge belongs to which entry?

H10MgO17S3

---

> What is the charge in the third record?

0